--- w ---
DFT (ωB97M-V/def2-TZVPD) results for C37H49N2O2PdS2Si as an isolated structure.

Geometry as ORCA input:
```
! RIJCOSX wB97M-V def2-TZVPD def2/J DEFGRID3
* xyz 1 5
Pd 0.13 0.13 0.13
C -2.69 -4.40 -3.23
C -3.40 -4.89 -1.96
C -2.44 -5.78 -1.16
C -4.60 -5.73 -2.37
C -3.80 -3.69 -1.11
C -5.13 -3.48 -0.70
C -5.50 -2.40 0.08
C -4.52 -1.48 0.43
S -4.67 -0.03 1.36
C -2.98 0.27 1.11
N -2.34 -0.61 0.42
C -3.20 -1.64 0.02
C -2.84 -2.76 -0.73
C -2.30 1.47 1.62
C -2.90 2.34 2.51
C -2.26 3.51 2.92
C -1.01 3.82 2.40
C -0.39 2.96 1.50
C -1.01 1.77 1.18
H -2.38 -5.25 -3.84
H -1.80 -3.81 -2.99
H -3.35 -3.77 -3.83
H -2.15 -6.65 -1.75
H -2.92 -6.14 -0.24
H -1.54 -5.24 -0.87
H -4.26 -6.58 -2.98
H -5.32 -5.16 -2.98
H -5.13 -6.15 -1.51
H -5.90 -4.19 -0.98
H -6.53 -2.27 0.39
H -1.81 -2.86 -1.05
H -3.89 2.12 2.89
H -2.75 4.18 3.60
H -0.51 4.74 2.68
H 0.55 3.24 1.07
O -0.36 -0.98 -1.73
C -0.83 0.06 -2.30
O -0.73 1.19 -1.79
H -1.34 -0.06 -3.26
S 0.34 -2.92 3.70
C -0.02 -1.57 2.70
N 0.19 -1.72 1.44
C 0.66 -3.01 1.16
C 0.92 -3.53 -0.11
C 1.42 -4.81 -0.20
C 1.62 -5.60 0.95
C 1.32 -5.11 2.20
C 0.83 -3.80 2.29
H -0.41 -0.65 3.13
H 0.74 -2.93 -0.98
H 1.64 -5.23 -1.17
H 2.00 -6.61 0.85
H 1.45 -5.72 3.09
C 3.77 -2.03 -0.15
C 3.57 -0.91 -1.21
C 4.95 -0.56 -1.77
C 2.73 -1.50 -2.35
Si 2.60 0.42 -0.22
C 3.53 1.01 1.35
C 3.09 2.39 1.83
C 3.06 0.03 2.45
C 5.06 0.99 1.27
C 2.76 2.46 -1.83
C 4.16 2.97 -1.72
C 1.69 3.36 -1.29
C 2.38 1.78 -3.11
H 4.15 -2.91 -0.67
H 2.84 -2.33 0.34
H 4.49 -1.76 0.62
H 5.39 -1.48 -2.19
H 5.65 -0.18 -1.02
H 4.91 0.16 -2.59
H 3.15 -2.48 -2.62
H 2.76 -0.88 -3.24
H 1.69 -1.63 -2.09
H 2.03 2.41 2.07
H 3.31 3.19 1.13
H 3.63 2.63 2.76
H 1.99 0.09 2.60
H 3.54 0.32 3.39
H 3.32 -1.02 2.25
H 5.46 1.64 0.49
H 5.47 -0.01 1.11
H 5.46 1.35 2.23
H 4.38 3.42 -0.75
H 4.26 3.78 -2.46
H 4.92 2.24 -1.96
H 2.00 3.88 -0.38
H 0.74 2.85 -1.15
H 1.51 4.13 -2.05
H 3.18 1.17 -3.53
H 2.17 2.58 -3.83
H 1.47 1.20 -3.02
*
```

And the Mulliken charges, in e, turn out to be:
1. Pd -0.326
2. C -1.445
3. C 2.549
4. C -1.337
5. C -2.334
6. C -0.396
7. C -0.213
8. C -1.317
9. C 0.656
10. S -0.454
11. C -0.056
12. N 1.016
13. C -1.349
14. C 0.265
15. C 1.909
16. C -1.010
17. C -0.915
18. C -0.978
19. C 0.135
20. C -0.114
21. H 0.453
22. H 0.177
23. H 0.362
24. H 0.475
25. H 0.353
26. H 0.118
27. H 0.422
28. H 0.468
29. H 0.440
30. H 0.512
31. H 0.413
32. H 0.182
33. H 0.472
34. H 0.404
35. H 0.463
36. H 0.545
37. O -0.273
38. C -0.276
39. O -0.596
40. H 0.366
41. S -0.309
42. C -0.872
43. N 1.353
44. C -1.505
45. C 0.667
46. C -0.793
47. C -0.875
48. C -0.532
49. C 1.321
50. H 0.351
51. H -0.326
52. H 0.527
53. H 0.471
54. H 0.443
55. C -2.379
56. C 3.183
57. C -1.863
58. C -1.573
59. Si -0.195
60. C 2.652
61. C -2.085
62. C -1.685
63. C -1.788
64. C 1.549
65. C -1.644
66. C -1.675
67. C -1.321
68. H 0.630
69. H 0.482
70. H 0.397
71. H 0.540
72. H 0.329
73. H 0.321
74. H 0.511
75. H 0.266
76. H -0.025
77. H 0.401
78. H 0.224
79. H 0.594
80. H 0.180
81. H 0.592
82. H 0.309
83. H 0.282
84. H 0.408
85. H 0.571
86. H 0.304
87. H 0.503
88. H 0.280
89. H 0.312
90. H 0.174
91. H 0.619
92. H 0.353
93. H 0.602
94. H -0.017

***

--- x ---
DFT (ωB97M-V/def2-TZVPD) results for C37H49N2O2PdS2Si as an isolated structure.

Geometry as ORCA input:
```
! RIJCOSX wB97M-V def2-TZVPD def2/J DEFGRID3
* xyz 1 5
Pd 0.00 0.50 1.01
C -1.33 -5.53 -0.69
C 0.17 -5.78 -0.54
C 0.92 -5.23 -1.76
C 0.40 -7.30 -0.49
C 0.67 -5.06 0.71
C 1.26 -5.75 1.78
C 1.70 -5.10 2.92
C 1.54 -3.73 3.00
S 1.98 -2.66 4.28
C 1.36 -1.33 3.32
N 0.89 -1.66 2.15
C 0.96 -3.01 1.93
C 0.53 -3.69 0.80
C 1.38 0.03 3.80
C 2.03 0.35 5.00
C 2.01 1.64 5.48
C 1.33 2.62 4.78
C 0.67 2.30 3.60
C 0.72 1.03 3.08
H -1.71 -6.02 -1.58
H -1.56 -4.47 -0.75
H -1.86 -5.94 0.17
H 0.60 -5.74 -2.67
H 1.99 -5.39 -1.65
H 0.75 -4.17 -1.89
H 0.03 -7.75 -1.40
H -0.13 -7.75 0.35
H 1.46 -7.54 -0.40
H 1.40 -6.82 1.73
H 2.15 -5.65 3.73
H 0.09 -3.10 0.01
H 2.54 -0.43 5.55
H 2.51 1.88 6.41
H 1.29 3.63 5.16
H 0.11 3.09 3.11
O -1.48 -1.12 0.27
C -2.17 -0.99 1.30
O -2.01 -0.09 2.14
H -2.99 -1.72 1.45
S 4.21 -0.15 -1.17
C 2.97 0.03 0.01
N 1.78 -0.34 -0.33
C 1.76 -0.86 -1.60
C 0.66 -1.42 -2.26
C 0.83 -1.88 -3.55
C 2.07 -1.78 -4.19
C 3.17 -1.26 -3.55
C 3.01 -0.82 -2.25
H 3.21 0.43 0.98
H -0.29 -1.49 -1.75
H 0.00 -2.32 -4.07
H 2.17 -2.13 -5.21
H 4.13 -1.20 -4.03
C -0.28 1.85 -3.23
C -1.49 2.08 -2.31
C -2.34 3.19 -2.93
C -2.32 0.79 -2.32
Si -0.73 2.40 -0.45
C 0.59 3.94 -0.54
C 0.79 4.61 0.82
C 1.93 3.33 -0.94
C 0.21 5.03 -1.55
C -2.83 3.31 0.80
C -2.99 4.72 0.33
C -2.43 3.16 2.23
C -3.85 2.33 0.35
H -0.63 1.52 -4.21
H 0.38 1.08 -2.84
H 0.29 2.76 -3.38
H -2.64 2.88 -3.93
H -1.80 4.12 -3.02
H -3.25 3.37 -2.36
H -2.41 0.42 -3.34
H -3.33 0.96 -1.95
H -1.87 0.01 -1.71
H 1.22 3.91 1.54
H -0.14 5.01 1.22
H 1.48 5.44 0.71
H 2.26 2.59 -0.22
H 2.68 4.12 -0.98
H 1.90 2.87 -1.92
H -0.76 5.46 -1.33
H 0.22 4.66 -2.56
H 0.94 5.83 -1.50
H -2.18 5.36 0.66
H -3.91 5.12 0.77
H -3.10 4.79 -0.75
H -1.74 3.93 2.54
H -2.02 2.17 2.43
H -3.32 3.25 2.86
H -4.16 2.50 -0.67
H -4.75 2.44 0.98
H -3.51 1.31 0.49
*
```

And the Mulliken charges, in e, turn out to be:
1. Pd 0.099
2. C -1.501
3. C 2.587
4. C -1.394
5. C -2.310
6. C -0.607
7. C -0.243
8. C -1.364
9. C 0.745
10. S -0.464
11. C 0.075
12. N 1.046
13. C -1.411
14. C 0.383
15. C 2.077
16. C -1.220
17. C -0.864
18. C -1.173
19. C 0.680
20. C -0.665
21. H 0.446
22. H 0.186
23. H 0.390
24. H 0.521
25. H 0.358
26. H 0.157
27. H 0.414
28. H 0.485
29. H 0.452
30. H 0.574
31. H 0.416
32. H 0.295
33. H 0.487
34. H 0.413
35. H 0.477
36. H 0.494
37. O -0.380
38. C -0.338
39. O -0.585
40. H 0.328
41. S -0.278
42. C -0.979
43. N 1.144
44. C -1.356
45. C 0.094
46. C -1.154
47. C -0.932
48. C -0.495
49. C 1.370
50. H 0.366
51. H 0.485
52. H 0.536
53. H 0.479
54. H 0.464
55. C -2.236
56. C 2.803
57. C -1.811
58. C -1.599
59. Si -0.240
60. C 2.403
61. C -1.824
62. C -1.575
63. C -1.871
64. C 1.468
65. C -1.591
66. C -1.630
67. C -1.356
68. H 0.609
69. H 0.505
70. H 0.352
71. H 0.552
72. H 0.317
73. H 0.313
74. H 0.523
75. H 0.283
76. H 0.120
77. H 0.366
78. H 0.239
79. H 0.585
80. H 0.168
81. H 0.547
82. H 0.328
83. H 0.280
84. H 0.406
85. H 0.599
86. H 0.300
87. H 0.510
88. H 0.269
89. H 0.306
90. H 0.188
91. H 0.596
92. H 0.375
93. H 0.565
94. H 0.051

***

The relative energies come out as w 0.000; x 0.358, with values in eV.

***

--- w ---
DFT (ωB97M-V/def2-TZVPD) results for C28H27CoINO2P as an isolated structure.

Geometry as ORCA input:
```
! RIJCOSX wB97M-V def2-TZVPD def2/J DEFGRID3
* xyz 1 1
Co 0.10 -1.26 2.36
N -0.99 -2.65 1.57
C -0.29 -3.53 0.68
C -0.71 -4.83 0.43
C 0.00 -5.61 -0.45
C 1.14 -5.12 -1.09
C 1.57 -3.83 -0.83
C 0.85 -3.03 0.06
P 1.36 -1.38 0.55
C 3.16 -1.27 0.48
C 3.70 -0.78 -0.72
C 5.07 -0.76 -0.89
C 5.91 -1.22 0.11
C 5.38 -1.70 1.30
C 4.00 -1.73 1.48
C 0.73 -0.16 -0.60
C -0.18 -0.51 -1.59
C -0.68 0.48 -2.43
C -0.29 1.80 -2.27
C 0.62 2.14 -1.28
C 1.14 1.17 -0.44
H -1.68 -2.03 1.05
H -1.52 -3.18 2.26
H -1.60 -5.21 0.92
H -0.33 -6.62 -0.65
H 1.69 -5.75 -1.77
H 2.47 -3.45 -1.29
H 3.05 -0.41 -1.50
H 5.48 -0.38 -1.82
H 6.98 -1.19 -0.03
H 6.03 -2.06 2.08
H 3.60 -2.12 2.40
H -0.50 -1.53 -1.71
H -1.39 0.21 -3.20
H -0.69 2.56 -2.92
H 0.93 3.17 -1.15
H 1.85 1.43 0.33
I 1.48 -1.68 4.30
C -3.18 5.63 -0.74
C -2.87 4.24 -0.26
C -3.41 3.13 -0.88
C -3.12 1.83 -0.47
C -3.79 0.73 -1.24
C -2.24 1.64 0.62
C -1.71 2.77 1.30
C -0.84 2.72 2.52
C -2.04 4.04 0.83
C -1.83 0.27 0.99
O -2.23 -0.75 0.42
O -0.93 0.16 1.94
H -4.00 5.63 -1.45
H -2.31 6.06 -1.24
H -3.44 6.28 0.09
H -4.09 3.27 -1.72
H -4.47 1.17 -1.97
H -4.37 0.08 -0.59
H -3.08 0.09 -1.76
H -1.28 2.12 3.31
H -0.70 3.73 2.90
H 0.14 2.29 2.31
H -1.64 4.90 1.35
*
```

And the Mulliken charges, in e, turn out to be:
1. Co -0.605
2. N -0.020
3. C 0.435
4. C -0.816
5. C -0.615
6. C -0.792
7. C -0.400
8. C -0.272
9. P 2.748
10. C 0.795
11. C -0.289
12. C -0.814
13. C -0.482
14. C -0.778
15. C -0.408
16. C 0.186
17. C -0.327
18. C -0.902
19. C -0.376
20. C -1.262
21. C -0.041
22. H 0.324
23. H 0.417
24. H 0.446
25. H 0.422
26. H 0.431
27. H 0.498
28. H 0.484
29. H 0.431
30. H 0.413
31. H 0.422
32. H 0.009
33. H 0.314
34. H 0.493
35. H 0.440
36. H 0.422
37. H 0.617
38. I -0.266
39. C -1.610
40. C 0.464
41. C -0.888
42. C 1.015
43. C -1.411
44. C 0.876
45. C 0.851
46. C -1.456
47. C -0.897
48. C 1.000
49. O -0.859
50. O -0.941
51. H 0.372
52. H 0.306
53. H 0.387
54. H 0.312
55. H 0.409
56. H 0.298
57. H 0.185
58. H 0.299
59. H 0.427
60. H 0.198
61. H 0.382

***

--- x ---
DFT (ωB97M-V/def2-TZVPD) results for C28H27CoINO2P as an isolated structure.

Geometry as ORCA input:
```
! RIJCOSX wB97M-V def2-TZVPD def2/J DEFGRID3
* xyz 1 1
Co -2.05 0.84 1.45
N -2.99 1.04 -0.28
C -3.43 -0.18 -0.90
C -4.48 -0.21 -1.80
C -4.88 -1.42 -2.34
C -4.25 -2.61 -1.99
C -3.22 -2.58 -1.07
C -2.80 -1.37 -0.53
P -1.53 -1.23 0.72
C -1.48 -2.73 1.69
C -0.70 -3.79 1.25
C -0.71 -4.98 1.96
C -1.48 -5.10 3.11
C -2.25 -4.04 3.56
C -2.25 -2.84 2.85
C 0.07 -1.05 -0.05
C 0.20 -0.82 -1.42
C 1.47 -0.61 -1.95
C 2.58 -0.60 -1.13
C 2.45 -0.81 0.24
C 1.20 -1.04 0.79
H -2.13 1.46 -0.75
H -3.71 1.76 -0.34
H -4.98 0.71 -2.07
H -5.71 -1.44 -3.05
H -4.58 -3.55 -2.41
H -2.74 -3.51 -0.76
H -0.09 -3.70 0.36
H -0.12 -5.82 1.61
H -1.47 -6.03 3.67
H -2.84 -4.13 4.46
H -2.85 -2.00 3.20
H -0.67 -0.83 -2.06
H 1.58 -0.44 -3.02
H 3.56 -0.41 -1.55
H 3.32 -0.80 0.88
H 1.09 -1.21 1.85
I -3.22 0.73 3.56
C 5.55 3.37 -0.72
C 4.07 3.14 -0.54
C 3.19 3.22 -1.61
C 1.83 2.97 -1.48
C 0.99 3.17 -2.72
C 1.32 2.60 -0.21
C 2.20 2.58 0.91
C 1.81 2.33 2.35
C 3.55 2.84 0.71
C -0.09 2.15 -0.13
O -0.80 2.04 -1.13
O -0.56 1.82 1.06
H 5.77 3.81 -1.69
H 6.10 2.43 -0.64
H 5.93 4.04 0.05
H 3.57 3.50 -2.59
H 1.63 3.51 -3.54
H 0.22 3.93 -2.56
H 0.47 2.27 -3.03
H 0.99 2.98 2.67
H 2.67 2.52 2.99
H 1.48 1.31 2.51
H 4.21 2.82 1.56
*
```

And the Mulliken charges, in e, turn out to be:
1. Co -0.551
2. N -0.048
3. C 0.497
4. C -0.800
5. C -0.666
6. C -0.788
7. C -0.473
8. C -0.071
9. P 2.490
10. C 0.804
11. C -0.357
12. C -0.738
13. C -0.501
14. C -0.760
15. C -0.264
16. C 0.375
17. C -0.491
18. C -0.866
19. C -0.280
20. C -1.124
21. C -0.235
22. H 0.277
23. H 0.386
24. H 0.426
25. H 0.417
26. H 0.436
27. H 0.469
28. H 0.521
29. H 0.423
30. H 0.411
31. H 0.426
32. H -0.218
33. H 0.378
34. H 0.448
35. H 0.473
36. H 0.409
37. H 0.627
38. I -0.260
39. C -1.593
40. C 0.349
41. C -0.961
42. C 0.994
43. C -1.324
44. C 1.155
45. C 0.737
46. C -1.448
47. C -0.803
48. C 0.803
49. O -0.827
50. O -0.893
51. H 0.369
52. H 0.305
53. H 0.382
54. H 0.296
55. H 0.445
56. H 0.325
57. H 0.205
58. H 0.311
59. H 0.420
60. H 0.183
61. H 0.367

***

The relative energies come out as w 0.000; x 0.124, with values in eV.

***

--- w ---
DFT (ωB97M-V/def2-TZVPD) results for one molecule with the formula C6H11N3OS.

Geometry as ORCA input:
```
! RIJCOSX wB97M-V def2-TZVPD def2/J DEFGRID3
* xyz 0 1
C 3.07 -0.54 -0.44
C 1.48 -0.60 -0.07
C 0.95 0.77 -0.33
C -0.38 1.08 0.33
O -0.30 1.53 1.69
S -1.14 2.57 -0.50
C -1.53 -0.09 0.21
C -1.99 -0.97 1.18
N -2.78 -1.90 0.59
N -2.68 -1.59 -0.68
N -1.93 -0.52 -0.99
H 3.55 -0.20 0.49
H 3.21 -1.50 -0.72
H 3.21 0.20 -1.23
H 0.78 -1.40 -0.54
H 1.63 -0.76 1.02
H 0.92 1.03 -1.42
H 1.58 1.55 0.08
H -0.89 2.28 1.87
H -1.28 1.93 -1.54
H -1.96 -1.04 2.31
H -3.51 -1.85 -1.29
*
```

Summary:
SMILES = CCC[C@@](O)(S)c1cn[nH]n1

And the Mulliken charges, in e, turn out to be:
1. C -1.229
2. C -0.250
3. C -0.926
4. C 0.432
5. O -0.575
6. S -0.154
7. C 0.204
8. C -0.139
9. N -0.580
10. N 0.129
11. N -0.453
12. H 0.344
13. H 0.428
14. H 0.290
15. H 0.336
16. H 0.197
17. H 0.411
18. H 0.358
19. H 0.350
20. H 0.137
21. H 0.403
22. H 0.288

***

--- x ---
DFT (ωB97M-V/def2-TZVPD) results for one molecule with the formula C6H11N3OS.

Geometry as ORCA input:
```
! RIJCOSX wB97M-V def2-TZVPD def2/J DEFGRID3
* xyz 0 1
C 3.11 1.31 -0.22
C 1.50 0.08 0.29
C -1.65 1.63 1.08
C 0.20 -2.29 -1.45
C -1.28 0.33 0.34
C -0.10 -0.53 0.77
N 1.73 1.36 -0.05
N 3.62 0.20 0.03
N 2.61 -0.56 0.47
O 1.17 -2.89 0.68
S -0.14 -2.39 0.31
H 3.74 2.21 -0.41
H -1.11 2.57 0.99
H -2.75 1.81 0.83
H -1.68 1.41 2.14
H -0.64 -2.13 -2.15
H 0.57 -3.19 -1.79
H 0.97 -1.55 -1.70
H -2.17 -0.21 0.32
H -0.98 0.57 -0.64
H 0.17 -0.54 1.87
H 2.74 -1.53 0.63
*
```

And the Mulliken charges, in e, turn out to be:
1. C -0.148
2. C 0.070
3. C -1.263
4. C -0.968
5. C -0.634
6. C 0.121
7. N -0.533
8. N -0.919
9. N 0.482
10. O -0.643
11. S 0.413
12. H 0.380
13. H 0.324
14. H 0.326
15. H 0.334
16. H 0.359
17. H 0.449
18. H 0.278
19. H 0.480
20. H 0.331
21. H 0.429
22. H 0.329

***

The relative energies come out as w 0.000; x 0.139, with values in eV.